[1]
ORCA calculation (ωB97M-V/def2-TZVPD) on a molecular structure, C7H17NPS at a distorted geometry.

Positions of all 27 atoms, in Å:
C 0.9711 2.5160 1.6478
C 1.5622 1.3966 1.3216
C -0.6558 -0.1698 -2.4444
C 1.6487 -1.3429 -0.9471
C 1.1235 0.0381 1.8069
C -2.1361 0.3124 -0.3071
C -0.7547 0.2617 -0.9778
N -1.7571 0.0475 1.0954
P 0.1643 -0.8499 0.1662
S -0.7217 -2.7368 0.5805
H 1.2034 3.5599 1.1875
H 0.2725 2.5398 2.4284
H 2.1603 1.4927 0.3456
H -1.0907 -1.1209 -2.3711
H -1.3167 0.1922 -3.1890
H 0.3260 -0.1974 -2.8418
H 2.4249 -2.0375 -0.5384
H 2.0134 -0.4205 -1.0383
H 1.0590 -1.7619 -1.8647
H 0.4531 -0.1437 2.6306
H 2.0169 -0.6752 1.7604
H -2.6047 1.2564 -0.4710
H -2.7339 -0.5141 -0.5626
H -0.3008 1.3627 -0.9267
H -1.6909 0.8698 1.6548
H -2.2555 -0.7305 1.6391
H 0.6192 -3.1448 0.2149

Results
Net charge: +1
Frontier orbital gap: 9.69 eV

=====

[2]
ORCA calculation (ωB97M-V/def2-TZVPD) on a single C7H17NSi molecule at a distorted geometry.

Positions of all 26 atoms, in Å:
C -3.1192 -1.8464 -0.2249
C -2.3492 -1.2923 0.7460
Si -1.0536 0.0476 0.1558
C -1.2933 1.8329 0.8615
C -0.8391 0.2845 -1.7890
N 0.6876 -0.6852 0.9663
C 1.9757 -0.1823 0.6586
C 1.8778 1.3145 0.5442
C 2.6719 -0.8500 -0.5624
H -3.6952 -2.7604 -0.0885
H -3.0484 -1.5848 -1.2825
H -2.5425 -1.4701 1.8163
H -0.9771 2.5217 0.0876
H -2.2877 1.9887 1.1140
H -0.7461 1.9530 1.8317
H -1.7219 0.1124 -2.2408
H -0.4138 1.1730 -2.0682
H -0.2119 -0.4877 -2.1474
H 0.5615 -1.7051 1.1737
H 2.7032 -0.5810 1.5024
H 0.9658 1.7265 0.8442
H 2.6790 1.7856 1.0920
H 1.9083 1.5817 -0.5789
H 3.7567 -0.5162 -0.6912
H 1.9706 -0.4820 -1.3430
H 2.5409 -1.8784 -0.3774

Results
Net charge: 0
Frontier orbital gap: 8.91 eV

=====

[3]
ORCA calculation (ωB97M-V/def2-TZVPD) on 2 unconnected molecules or ions with the total composition C7H17O2PS at a distorted geometry.

Positions of all 28 atoms, in Å:
C -0.7485 -2.0465 -2.2634
P -1.2628 -1.7075 -0.6787
S -1.0796 -2.7534 0.9829
O -2.0799 -0.3132 -0.5468
C -2.1243 0.7712 0.3492
C -2.6539 2.0385 -0.4936
C -3.0044 0.5089 1.6619
H -1.0009 -1.2487 -3.0033
H -0.1814 -2.9649 -2.4131
H -1.0986 1.1299 0.5124
H -3.6387 2.0185 -0.7369
H -2.4015 3.0062 0.0183
H -2.2274 2.0864 -1.4590
H -2.3171 0.7478 2.4555
H -3.3939 -0.4925 1.7103
H -3.7459 1.2641 1.7676
C 2.9660 0.4558 0.7593
C 2.1345 -0.2809 -0.3973
C 2.6059 -1.7380 -0.6235
O 0.8102 -0.0878 0.0677
H 2.7697 -0.2016 1.7238
H 4.0627 0.5163 0.8189
H 2.5705 1.3541 1.0110
H 2.2493 0.3737 -1.2870
H 3.5918 -1.6762 -0.5074
H 2.4261 -2.0650 -1.6188
H 1.9927 -2.3584 0.1661
H 0.8654 -0.1144 0.9144

Results
Net charge: 0
Frontier orbital gap: 8.97 eV

=====

[4]
ORCA calculation (ωB97M-V/def2-TZVPD) on 2 unconnected molecules or ions with the total composition C7H18BrNO9P2 at a distorted geometry.

Positions of all 38 atoms, in Å:
N 0.1627 -3.3075 1.6919
P 0.9225 -2.1242 1.0802
O 2.4888 -2.1175 1.3757
O 0.3513 -0.7291 1.6569
O 0.7629 -2.0186 -0.5408
C 0.7161 -3.2591 -1.1693
O -0.2874 -3.5889 -1.7089
O 1.8279 -4.0373 -1.1442
C 2.7282 -3.6572 -2.2029
C 3.3954 -2.2753 -2.0017
C 4.9104 -2.3013 -2.3397
Br 5.3524 -1.0440 -3.7862
H -0.5225 -2.9481 2.3464
H 2.7978 -2.9903 1.6469
H 0.8596 -0.0480 1.1839
H 2.2492 -3.7254 -3.1873
H 3.5122 -4.4185 -2.2083
H 3.3104 -2.0442 -0.9368
H 2.8817 -1.5031 -2.5763
H 5.1639 -3.2759 -2.7546
H 5.4834 -2.0742 -1.4459
C -5.2478 2.6817 1.9025
O -4.1474 3.4666 2.3413
P -2.9928 4.0553 1.2970
O -3.6499 3.7808 -0.0230
O -1.9098 2.9472 1.7734
C -2.1510 1.5652 1.5534
O -1.7654 5.0646 0.8209
C -1.1320 4.7743 -0.4161
H -6.1343 3.3070 1.7977
H -5.0570 2.1519 0.9747
H -5.4322 1.9450 2.6867
H -2.6281 1.3931 0.5867
H -2.7657 1.1554 2.3565
H -1.1940 1.0503 1.5631
H -1.7195 5.1720 -1.2414
H -0.9768 3.7034 -0.5471
H -0.1633 5.2741 -0.4049

Results
Net charge: 0
Frontier orbital gap: 8.50 eV

=====

[5]
ORCA calculation (ωB97M-V/def2-TZVPD) on a molecular structure, C7H18InO3S.

Positions of all 30 atoms, in Å:
C 3.7154 -0.0043 -0.1568
O 2.6727 -0.8537 -0.5609
C 1.7301 -1.0799 0.4617
C 0.6245 -1.9868 -0.0423
C -0.4801 -2.1701 1.0166
C -1.8897 -1.8472 0.5029
C -2.1587 -0.3291 0.4083
In -1.9781 0.5610 -1.6189
S -0.9769 2.9082 -1.2162
C -0.5457 3.0041 0.5306
O -1.9486 3.9883 -1.4198
O 0.3067 3.0662 -1.9090
H 4.4335 -0.5410 0.4718
H 4.2217 0.3468 -1.0525
H 3.3265 0.8615 0.3847
H 1.2882 -0.1278 0.7803
H 2.2290 -1.5406 1.3267
H 1.0506 -2.9524 -0.3143
H 0.2079 -1.5335 -0.9422
H -0.4695 -3.1999 1.3793
H -0.2744 -1.5238 1.8729
H -2.5974 -2.2820 1.2148
H -2.0140 -2.3443 -0.4608
H -1.4878 0.1880 1.0992
H -3.1742 -0.1171 0.7458
H -3.5476 0.7986 -2.3959
H -0.8760 -0.2816 -2.7006
H -1.4646 2.9493 1.1120
H 0.0649 2.1277 0.7529
H 0.0115 3.9154 0.7294

Results
Net charge: -1
Frontier orbital gap: 7.73 eV

=====

[6]
ORCA calculation (ωB97M-V/def2-TZVPD) on a molecular structure, C7H18N2 at a distorted geometry.

Positions of all 27 atoms, in Å:
C -1.2757 -0.1236 -0.1935
C -1.6821 -1.2574 -1.1031
C -1.9372 -0.1943 1.1656
C -1.3939 1.2269 -0.8670
H 0.0573 0.0357 0.2500
H -0.7252 1.2570 -1.7312
H -1.5714 -2.2306 -0.6161
H -2.7400 -1.1686 -1.3802
H -1.1019 -1.2411 -2.0287
H -3.0225 -0.0607 1.0787
H -1.5692 0.5863 1.8370
H -1.7781 -1.1685 1.6378
H -2.4284 1.4265 -1.1717
H -1.0973 2.0341 -0.1911
C 1.7763 0.7422 0.9621
C 2.1822 1.8544 0.0390
C 1.1706 -0.7479 -0.0868
N 1.2161 -1.8580 0.7527
N 1.5816 -0.7574 -1.3036
H 0.7925 -1.7238 1.6616
H 0.9265 -2.7211 0.3108
H 2.0823 -1.6162 -1.5187
H 2.6157 0.2565 1.4568
H 1.0478 1.0215 1.7245
H 1.6317 2.7770 0.2370
H 1.9838 1.6001 -1.0112
H 3.2585 2.0509 0.0893

Results
Net charge: 0
Frontier orbital gap: 8.51 eV

=====

[7]
ORCA calculation (ωB97M-V/def2-TZVPD) on 2 unconnected molecules or ions with the total composition C7H18N2P at a distorted geometry.

Positions of all 28 atoms, in Å:
C 0.9073 2.7497 -0.1576
C 0.9878 1.8641 0.8205
C 2.7433 -1.4331 -0.4692
C -4.1375 0.3640 0.3728
C 0.7600 0.3931 0.9279
C 1.8262 -0.4591 -1.1872
C -0.5325 -1.1375 -0.5287
N -0.4059 -2.3265 0.2489
N 0.5744 -0.1405 -0.4527
P -2.4120 0.9381 0.0357
H 0.9257 3.7911 -0.1193
H 0.6691 2.4966 -1.1200
H 1.0857 2.2708 1.8215
H 2.0838 -2.2085 -0.3382
H 3.6594 -1.6840 -1.1328
H 3.2689 -0.9991 0.4753
H -4.6541 0.7872 1.2697
H -4.2391 -0.6620 0.1209
H -4.7498 0.7720 -0.4310
H -0.1961 0.3141 1.4711
H 1.6135 -0.0521 1.4971
H 1.6676 -0.8576 -2.1804
H 2.3765 0.4654 -1.1532
H -0.6133 -1.4047 -1.6133
H -0.8519 -3.1323 -0.0042
H -0.5616 -2.2420 1.2441
H 0.1740 0.7061 -0.8750
H -1.9691 0.8268 1.4571

Results
Net charge: +1
Frontier orbital gap (spin up / spin down): 7.88 / 7.71 eV

=====

[8]
ORCA calculation (ωB97M-V/def2-TZVPD) on a molecular structure, C7H18N3 at a distorted geometry.

Positions of all 28 atoms, in Å:
C -0.4759 -0.7400 -1.0702
C 0.1901 0.5451 -0.7365
C -1.9362 -0.8231 -1.4391
C 1.6504 0.6156 -0.9261
C -0.5521 2.7842 -1.3903
C -0.5391 1.7422 -0.2558
C 1.2391 -1.3754 2.1507
N 0.0387 -1.5400 2.9474
N 0.9396 -1.6679 0.7529
N -0.1911 -1.0108 0.3459
H 0.1361 -1.3893 -1.6993
H -2.2480 -1.8639 -1.4789
H -2.0848 -0.3878 -2.4248
H -2.5727 -0.3000 -0.7314
H 1.8887 0.5700 -1.9898
H 2.1280 -0.2557 -0.4643
H 2.0748 1.5209 -0.5020
H -1.1003 3.6618 -1.0632
H -1.0439 2.3816 -2.2716
H 0.4552 3.0890 -1.6581
H -1.5686 1.5189 0.0181
H -0.0289 2.1736 0.6073
H 2.0847 -2.0119 2.4346
H 1.5558 -0.3294 2.1998
H 0.0346 -0.9340 3.7568
H -0.0782 -2.4957 3.2668
H 0.8896 -2.6681 0.5573
H -0.8859 -0.8099 1.0640

Results
Net charge: +1
Frontier orbital gap: 10.04 eV

=====

[9]
ORCA calculation (ωB97M-V/def2-TZVPD) on 2 unconnected molecules or ions with the total composition C7H18NO4 at a distorted geometry.

Positions of all 30 atoms, in Å:
C -0.1033 -3.3269 -0.0549
C 1.8255 2.1833 0.5773
C 2.0342 1.0854 -1.5697
C -0.1118 -1.9716 0.5484
C -0.1955 -0.8964 -0.4335
C 0.0969 0.4499 0.1102
C -2.5385 0.6134 0.7767
N 1.5465 0.8665 -0.1368
O -0.6049 1.4641 -0.9845
O -2.8456 0.4778 -0.3924
O -2.0347 1.7128 1.3216
O -2.8851 -0.2609 1.7421
H 0.7751 -3.6701 -0.6661
H 0.0330 -3.9367 0.7953
H -1.0122 -3.7465 -0.5848
H 1.5038 3.1074 0.1101
H 1.2031 2.0651 1.3915
H 2.8625 2.2708 0.8639
H 1.3327 1.5049 -2.2043
H 3.0557 1.5871 -1.6019
H 2.1083 -0.0266 -1.8227
H -0.9918 -1.9244 1.3328
H 0.8306 -1.8195 0.9539
H -1.1272 -0.9485 -1.0508
H 0.6578 -1.2358 -1.0644
H 2.0175 0.0393 0.2427
H -1.5108 1.1538 -1.1852
H -0.7693 2.3531 -0.4624
H -1.7995 1.8526 2.1836
H -3.3532 -1.0233 1.2644

Results
Net charge: +1
Frontier orbital gap (spin up / spin down): 5.68 / 9.88 eV
2S+1: 3

=====

What did the fourth record say?
ORCA calculation (ωB97M-V/def2-TZVPD) on 2 unconnected molecules or ions with the total composition C7H18BrNO9P2 at a distorted geometry.

Positions of all 38 atoms, in Å:
N 0.1627 -3.3075 1.6919
P 0.9225 -2.1242 1.0802
O 2.4888 -2.1175 1.3757
O 0.3513 -0.7291 1.6569
O 0.7629 -2.0186 -0.5408
C 0.7161 -3.2591 -1.1693
O -0.2874 -3.5889 -1.7089
O 1.8279 -4.0373 -1.1442
C 2.7282 -3.6572 -2.2029
C 3.3954 -2.2753 -2.0017
C 4.9104 -2.3013 -2.3397
Br 5.3524 -1.0440 -3.7862
H -0.5225 -2.9481 2.3464
H 2.7978 -2.9903 1.6469
H 0.8596 -0.0480 1.1839
H 2.2492 -3.7254 -3.1873
H 3.5122 -4.4185 -2.2083
H 3.3104 -2.0442 -0.9368
H 2.8817 -1.5031 -2.5763
H 5.1639 -3.2759 -2.7546
H 5.4834 -2.0742 -1.4459
C -5.2478 2.6817 1.9025
O -4.1474 3.4666 2.3413
P -2.9928 4.0553 1.2970
O -3.6499 3.7808 -0.0230
O -1.9098 2.9472 1.7734
C -2.1510 1.5652 1.5534
O -1.7654 5.0646 0.8209
C -1.1320 4.7743 -0.4161
H -6.1343 3.3070 1.7977
H -5.0570 2.1519 0.9747
H -5.4322 1.9450 2.6867
H -2.6281 1.3931 0.5867
H -2.7657 1.1554 2.3565
H -1.1940 1.0503 1.5631
H -1.7195 5.1720 -1.2414
H -0.9768 3.7034 -0.5471
H -0.1633 5.2741 -0.4049

Results
Net charge: 0
Frontier orbital gap: 8.50 eV

=====

net charge of number 1 (C7H17NPS)?
+1